Molecular formula: C4H14O4
Method: DFT, wB97M-V/def2-TZVPD

Output
Energy relative to the best compared isomer or geometry (same formula, charge and spin) ... 67.76 kJ/mol
Largest force on an atom ... 2.58 eV Å⁻¹
Highest occupied orbital energy ... -10.356 eV
LUMO ... 0.324 eV
Calculated total energy ... -461.7305 Eh

Positions of all 22 atoms, in Å:
O (-1.9106, 1.9412, -0.2661)
O (-1.6381, -0.7590, -0.6384)
O (-0.2034, 2.6366, 1.6759)
O (1.4860, 0.7331, -1.0218)
C (1.5790, -1.2781, 0.3666)
C (-1.0127, -1.2874, 0.4992)
C (2.0387, -0.5948, -0.9504)
C (0.2763, -2.0971, 0.1544)
H (-1.6160, 1.0370, -0.5026)
H (0.4031, -3.0392, 0.6952)
H (-2.6826, 1.8415, 0.3162)
H (0.6464, 2.3808, 1.3003)
H (-0.6950, -0.4736, 1.1550)
H (0.5336, 0.6557, -1.1500)
H (3.0944, -0.3305, -0.8688)
H (-2.1290, -1.3716, -1.1766)
H (2.3870, -1.9330, 0.6914)
H (1.8763, -1.2043, -1.8448)
H (0.1852, -2.4672, -0.8806)
H (-1.6299, -1.9858, 1.0812)
H (-0.7633, 2.4025, 0.8876)
H (1.4060, -0.5190, 1.1236)

=====

Molecular formula: C42H77BFIN2O10P2S
Method: DFT, wB97M-V/def2-TZVPD

Output
Largest force on an atom ... 9.18 eV Å⁻¹
Highest occupied orbital energy ... -8.042 eV
LUMO ... -1.320 eV
Calculated total energy ... -4011.2880 Eh

Positions of all 137 atoms, in Å:
I (1.7159, -0.1237, -0.5163)
S (0.1047, -4.0319, -1.3944)
P (-3.9926, 5.1778, 5.1348)
P (6.6756, -1.6066, 2.8908)
F (-0.7536, 1.4307, 1.0247)
O (-2.3073, -2.6595, 0.5470)
O (7.0278, -2.2071, 1.3239)
O (-3.7271, 3.5624, 4.8904)
O (-2.7416, 5.6776, 4.4052)
O (-5.4717, 4.6709, 5.8397)
O (6.3436, -0.9531, 4.2359)
O (8.2911, -1.8291, 3.1772)
O (-2.7409, -0.7611, -1.2945)
O (6.1567, -3.1373, 3.2753)
O (-3.3838, 5.2833, 6.6771)
N (-4.9360, -0.1185, -1.7954)
N (0.0629, -1.4190, -2.5434)
C (-4.8405, -4.2593, -6.9120)
C (-0.6057, -2.6780, -2.5351)
C (-0.2173, -0.3148, -1.6535)
C (3.2279, 3.4207, -2.8362)
C (-0.2970, 1.0928, -2.5126)
C (-3.4723, 0.0946, -2.1317)
C (0.6756, 3.2768, -1.1312)
C (2.1576, 2.3401, -3.0855)
C (0.1800, -6.8191, -1.6647)
C (4.2428, 5.5471, -1.4637)
C (2.2354, -3.6543, -4.4022)
C (-3.6278, -1.9500, -6.4804)
C (-6.5096, 5.6141, 6.0567)
C (1.7651, 4.3835, -0.8758)
C (-3.0584, 0.7471, 1.2055)
C (-1.4932, -0.3816, -0.6789)
C (4.8250, -3.3482, 3.7209)
C (-5.9067, -3.8624, -5.8534)
C (-2.9837, 3.1188, 3.7598)
C (-3.6747, -3.2877, -7.2526)
C (0.6880, -1.2874, -5.0807)
C (8.9882, -0.9668, 4.0697)
C (0.8356, 2.1735, -2.2437)
C (9.0691, -1.5926, 5.4513)
C (2.3501, -2.4331, -3.3700)
C (5.3976, -0.6798, 0.2940)
C (6.0909, -2.0259, 0.2738)
C (-1.8111, 0.9581, 0.1706)
C (-3.9609, 7.3331, 7.8297)
C (1.1570, -1.3163, -3.5084)
C (-2.8727, 6.5164, 7.1602)
C (-5.8726, -2.5030, -5.0585)
C (3.0746, 4.4701, -1.6997)
C (-1.5322, 2.8873, 4.1426)
C (-6.6571, 6.6330, 4.9454)
C (-4.4241, -0.1323, -4.6799)
C (-0.4923, -1.5044, 1.8716)
C (-3.2075, -0.3530, -3.6727)
C (3.0329, -4.9867, -3.9571)
C (-4.7019, -1.5547, -5.3961)
C (-0.8888, -5.5845, -1.6455)
C (3.8963, -3.6242, 2.5539)
B (-1.4011, -1.5044, 0.5569)
H (0.2248, -0.6452, 2.0387)
H (2.4859, -2.7654, -2.2693)
H (2.7998, -5.1958, -2.8611)
H (9.9981, -0.8300, 3.6738)
H (-4.6757, 7.7003, 7.0878)
H (4.3110, -4.3951, 1.8995)
H (1.1815, -3.9657, -4.6938)
H (-0.2413, 3.3751, -0.4656)
H (2.9144, -3.9487, 2.9047)
H (-0.9247, 2.6939, 3.2560)
H (-2.8900, -3.6066, -8.0161)
H (1.6711, -1.2924, -5.6930)
H (-2.7497, -1.2440, -6.7248)
H (3.7557, -2.7206, 1.9538)
H (-3.3462, 1.2220, -2.1056)
H (-6.3597, 6.1010, 7.0229)
H (-2.9938, -1.4896, -3.6158)
H (3.9544, 6.3533, -0.6982)
H (0.1294, -2.4829, 1.8684)
H (0.1111, -2.2162, -5.3923)
H (-7.4408, 5.0449, 6.1384)
H (-1.1093, 3.7374, 4.6781)
H (-5.7556, 7.2480, 4.8451)
H (-3.5386, 8.1986, 8.3443)
H (-1.1766, -1.5754, 2.8051)
H (8.5237, 0.0217, 4.1010)
H (6.6462, -2.1222, -0.6646)
H (-2.1282, 1.8600, -0.4505)
H (4.1842, 3.4835, -3.4749)
H (-6.7173, -4.6473, -5.6472)
H (-4.8632, -5.2593, -7.4714)
H (-2.6945, 0.4829, 2.2659)
H (6.1286, 0.1326, 0.2620)
H (0.1097, -7.4055, -0.6710)
H (-0.2853, 0.9071, -3.6557)
H (-2.2748, 0.1138, -4.1323)
H (-1.5218, -5.5914, -2.6011)
H (-5.1677, 0.5147, -1.0042)
H (-2.3038, -3.0861, -0.3337)
H (-2.3972, 7.0955, 6.3641)
H (1.6126, 5.1721, -0.0538)
H (-5.3560, 0.3681, -4.2729)
H (-2.1004, 6.2757, 7.8959)
H (5.1194, 4.9588, -0.9935)
H (0.0054, -7.4946, -2.5653)
H (-6.8224, 6.1365, 3.9855)
H (2.6347, -5.8371, -4.6299)
H (9.4661, -0.8787, 6.1764)
H (-3.4238, 2.1777, 3.4254)
H (-3.5484, 1.7901, 1.3243)
H (-3.8739, 0.0663, 0.8079)
H (4.7273, -0.5849, -0.5630)
H (9.7247, -2.4680, 5.4324)
H (4.6307, 5.9723, -2.4476)
H (-0.5072, -3.1950, -3.5698)
H (4.8035, -0.5497, 1.2059)
H (4.1441, -4.8074, -4.1674)
H (1.7731, -0.3380, -3.4785)
H (-1.7320, -2.7341, -2.3434)
H (8.0973, -1.9418, 5.8003)
H (1.2396, -6.3660, -1.6764)
H (-7.4992, 7.2979, 5.1476)
H (-1.6097, -5.7643, -0.7630)
H (2.3731, 1.6349, -3.9731)
H (5.3673, -2.8441, 0.2896)
H (2.7442, -3.2996, -5.3809)
H (0.1532, -0.3207, -5.3608)
H (3.3682, -1.9345, -3.6213)
H (-6.6448, -2.2341, -4.2606)
H (-5.0896, -1.0828, -1.4697)
H (-4.5146, 6.7274, 8.5515)
H (-1.4504, 2.0267, 4.8131)
H (-4.0403, 0.5501, -5.5341)
H (-3.0756, 3.8243, 2.9298)
H (4.8432, -4.2210, 4.3796)
H (4.4576, -2.5025, 4.3081)
H (-1.2754, 1.6611, -2.3743)

=====

Molecular formula: C17H22N4O4S
Method: DFT, wB97M-V/def2-TZVPD

Output
Energy relative to the best compared isomer or geometry (same formula, charge and spin) ... 60.95 kJ/mol
Largest force on an atom ... 1.12 eV Å⁻¹
Highest occupied orbital energy ... -8.223 eV
LUMO ... 0.529 eV
Calculated total energy ... -1579.2038 Eh

Positions of all 48 atoms, in Å:
S (-3.5708, 1.3790, 0.6191)
O (4.0326, 1.0697, 3.3380)
O (-0.4391, -1.9496, -2.9606)
O (-4.6095, 0.2029, -2.4251)
O (-1.1087, -0.2194, -1.6998)
N (-0.9610, 0.7792, 1.1643)
N (-3.5466, -1.4515, -1.2938)
N (-2.2810, -0.9755, 1.0704)
N (-1.0349, -1.4091, 1.2998)
C (1.1060, -0.4021, -4.0436)
C (3.4236, 2.1412, 4.0162)
C (1.1948, -0.4901, 1.5780)
C (1.8643, -1.5473, 0.9709)
C (3.2289, -1.6893, 1.1520)
C (0.9055, -1.4568, -2.9659)
C (1.8906, 0.4039, 2.3896)
C (-0.5142, 2.1374, 0.9798)
C (-2.2303, 0.3294, 0.9650)
C (-4.3042, -0.3330, -1.3829)
C (-0.2388, -0.3740, 1.3599)
C (-1.3454, -1.2314, -2.3074)
C (-4.7780, 0.1730, -0.0270)
C (3.2592, 0.2544, 2.5711)
C (0.4631, 2.2446, -0.1851)
C (3.9273, -0.7950, 1.9363)
C (-2.7297, -1.8602, -2.4063)
H (-1.4057, 2.7357, 0.7734)
H (-3.1824, -1.6825, -0.3648)
H (1.3977, 1.7368, 0.0424)
H (-4.8858, -0.6232, 0.7065)
H (0.8517, -0.8083, -5.0195)
H (-5.7009, 0.7402, -0.1382)
H (-2.6397, -2.9470, -2.4469)
H (0.6707, 3.2904, -0.3937)
H (0.4729, 0.4594, -3.8458)
H (1.3532, 1.1888, 2.8962)
H (2.1438, -0.0820, -4.0502)
H (2.9672, 2.8519, 3.3189)
H (2.6691, 1.7913, 4.7282)
H (4.2250, 2.6386, 4.5599)
H (3.7525, -2.5052, 0.6771)
H (4.9907, -0.8892, 2.0874)
H (1.3033, -2.2453, 0.3706)
H (0.0223, 1.7856, -1.0659)
H (-3.2046, -1.4952, -3.3242)
H (1.5256, -2.3354, -3.1528)
H (-0.0642, 2.5069, 1.9062)
H (1.1343, -1.0427, -1.9780)

=====

Molecular formula: C20H10Cl4NO4S
Method: DFT, wB97M-V/def2-TZVPD

Output
Energy relative to the best compared isomer or geometry (same formula, charge and spin) ... 127.05 kJ/mol
Total charge ... -1
Largest force on an atom ... 2.45 eV Å⁻¹
Highest occupied orbital energy ... -3.274 eV
LUMO ... -0.670 eV
Calculated total energy ... -3362.7839 Eh

Positions of all 40 atoms, in Å:
Cl (6.6227, -0.8096, -1.9861)
Cl (3.5727, -1.2328, -1.4371)
Cl (8.4574, 0.4692, 0.1708)
Cl (7.2284, 1.3958, 2.9021)
S (-1.7844, 0.9639, 0.2687)
O (-0.6488, 0.7346, 1.1311)
O (-1.7553, 2.0519, -0.6857)
O (2.7326, -0.3487, 1.2184)
O (4.3730, 0.9123, 3.1092)
N (0.8409, -3.8121, -5.4937)
C (-4.0228, 2.4280, 1.0229)
C (-2.3515, -2.2613, -2.1613)
C (-1.7060, -2.9355, -3.1838)
C (0.1778, -1.4204, -3.0096)
C (0.2624, -3.2402, -4.6511)
C (-4.0033, 1.4327, 3.6426)
C (-1.7262, -1.1460, -1.5056)
C (-2.3452, -0.5078, -0.4235)
C (4.5770, -0.5005, -0.2749)
C (-3.0834, 1.4682, 1.4125)
C (3.9108, -0.1252, 0.9739)
C (-4.9552, 2.3861, 3.2622)
C (-0.4407, -0.7365, -1.9844)
C (6.2605, 0.6770, 1.7052)
C (4.8387, 0.5440, 2.0365)
C (6.7893, 0.2666, 0.4954)
C (-4.9643, 2.8802, 1.9527)
C (-0.4297, -2.5321, -3.6138)
C (-3.0573, 0.9780, 2.7201)
C (5.9331, -0.3241, -0.4994)
H (-3.3327, -0.7945, -0.0651)
H (-2.1753, -3.7941, -3.6656)
H (-3.3448, -2.5599, -1.8122)
H (0.0706, 0.1093, -1.5222)
H (1.1572, -1.0849, -3.3449)
H (-5.6954, 2.7348, 3.9832)
H (-4.0063, 2.8247, 0.0086)
H (-2.2942, 0.2579, 3.0122)
H (-3.9819, 1.0312, 4.6555)
H (-5.7003, 3.6195, 1.6364)

=====

It is found that the Kohn-Sham gap values, taken in the order of the records, are 10.68; 6.72; 8.75; 2.60 eV.